Record 1
This record from the Open Molecules 2025 dataset describes C30H51CuN2O2P2 as an isolated structure. The level of theory is wB97M-V/def2-TZVPD.

Structure (XYZ):
```
88
Properties=species:S:1:pos:R:3:mulliken_charge:R:1
C 1.91 0.68 1.87 0.61
C 0.17 1.96 0.91 0.33
C 2.48 1.79 2.48 -0.87
C 0.71 3.10 1.57 -1.22
C 1.83 3.02 2.37 -0.97
H 3.40 1.67 3.05 0.52
H 0.19 4.05 1.42 0.52
H 2.22 3.90 2.88 0.41
N 0.76 0.74 1.18 1.00
P 1.56 -2.09 1.65 1.33
P -2.21 1.50 -0.92 0.31
C 2.67 -0.65 1.95 -1.92
H 3.49 -0.64 1.22 0.51
H 3.16 -0.71 2.93 0.51
C -0.90 2.24 0.00 -0.88
H -1.30 3.24 0.24 0.70
C -2.36 2.84 -2.30 2.21
C -3.98 1.24 -0.09 2.20
C 2.48 -3.24 0.43 2.52
C 1.47 -2.75 3.43 1.90
C -2.44 1.99 -3.58 -1.64
H -3.31 1.34 -3.59 0.34
H -2.49 2.66 -4.45 0.52
H -1.54 1.36 -3.67 0.15
C -3.56 3.78 -2.18 -2.03
H -4.53 3.27 -2.16 0.40
H -3.47 4.43 -1.29 0.38
H -3.55 4.44 -3.06 0.50
C -1.11 3.72 -2.33 -1.71
H -1.07 4.26 -3.29 0.64
H -1.10 4.47 -1.53 0.38
H -0.21 3.11 -2.23 0.11
C -4.95 0.78 -1.18 -1.71
H -4.61 -0.16 -1.64 0.37
H -5.94 0.59 -0.73 0.50
H -5.10 1.51 -1.98 0.29
C -3.85 0.11 0.94 -2.13
H -3.51 -0.82 0.49 0.32
H -3.17 0.37 1.75 0.42
H -4.84 -0.08 1.39 0.60
C -4.46 2.48 0.66 -1.75
H -4.60 3.35 0.01 0.32
H -5.44 2.25 1.11 0.54
H -3.77 2.75 1.46 0.33
C 0.48 -3.93 3.47 -1.51
H 0.47 -4.33 4.49 0.51
H -0.54 -3.60 3.22 0.28
H 0.77 -4.74 2.78 0.25
C 0.95 -1.63 4.36 -1.64
H 1.60 -0.75 4.35 0.28
H -0.07 -1.33 4.11 0.28
H 0.94 -2.03 5.38 0.61
C 2.84 -3.19 3.98 -1.53
H 2.73 -3.33 5.07 0.54
H 3.17 -4.15 3.57 0.38
H 3.62 -2.44 3.82 0.22
C 3.36 -2.38 -0.48 -2.29
H 4.23 -1.97 0.05 0.37
H 3.75 -3.01 -1.30 0.60
H 2.79 -1.56 -0.92 0.16
C 1.41 -3.96 -0.42 -1.74
H 0.83 -3.25 -1.03 0.07
H 1.92 -4.66 -1.10 0.59
H 0.71 -4.53 0.20 0.32
C 3.36 -4.28 1.12 -1.99
H 4.17 -3.81 1.70 0.35
H 2.79 -4.97 1.76 0.34
H 3.84 -4.89 0.34 0.56
Cu -0.05 -0.98 0.53 -0.53
C -1.38 -1.75 1.82 1.14
O -1.95 -1.58 2.89 -0.60
N -0.11 -0.04 -1.27 -0.67
C 0.24 0.90 -1.94 0.06
C 1.27 1.06 -3.14 2.41
C 1.49 2.47 -3.65 -2.10
C 2.60 0.53 -2.62 -1.63
C 0.78 0.18 -4.29 -1.72
H 0.58 2.88 -4.11 0.32
H 1.84 3.14 -2.86 0.42
H 2.26 2.47 -4.43 0.53
H 2.51 -0.53 -2.37 0.30
H 3.41 0.65 -3.36 0.51
H 2.90 1.08 -1.71 0.39
H 1.52 0.15 -5.10 0.44
H 0.58 -0.84 -3.94 0.26
H -0.16 0.57 -4.70 0.53
O -2.11 -3.13 -0.06 -0.56
C -1.46 -2.37 0.62 -0.31
```

Summary:
HOMO-LUMO gap (alpha / beta)	0.2215 / 0.1915	hartree
highest occupied orbital energy (alpha / beta)	-9.8 / -9.7	eV
ΔE to the lowest compared entry with this formula, charge and spin	1.450	eV
2S+1	2
calculated total energy	-3756.4445	Ha
charge	+1
E_LUMO (alpha / beta)	-3.7 / -4.5	eV

---

Record 2
This record from the Open Molecules 2025 dataset describes C30H51CuN2O2P2 as an isolated structure. The level of theory is wB97M-V/def2-TZVPD.

Structure (XYZ):
```
88
Properties=species:S:1:pos:R:3:mulliken_charge:R:1
C 2.31 -1.23 -1.61 0.06
C 1.49 0.78 -2.56 -0.58
C 3.34 -1.31 -2.54 -0.83
C 2.35 0.58 -3.66 -0.87
C 3.32 -0.40 -3.61 -1.09
H 4.10 -2.07 -2.42 0.60
H 2.26 1.26 -4.52 0.50
H 4.08 -0.45 -4.38 0.45
N 1.45 -0.22 -1.62 1.27
P 0.52 -2.38 0.18 0.07
P 0.04 2.34 -0.77 -0.06
C 2.21 -2.35 -0.54 -2.11
H 2.50 -3.34 -0.95 0.72
H 2.94 -2.14 0.27 0.77
C -1.24 -0.10 1.38 0.87
O -2.34 -0.36 1.82 -0.52
C 0.85 2.05 -2.38 -0.85
H 0.53 2.62 -3.24 0.76
C -1.65 3.33 -0.87 2.35
C 1.54 3.46 -0.44 1.96
C -0.44 -3.52 -1.03 2.13
C 0.81 -3.21 1.86 2.43
C -2.76 2.45 -0.27 -1.85
H -2.58 2.24 0.79 0.39
H -3.72 3.00 -0.35 0.57
H -2.87 1.50 -0.80 0.16
C -1.56 4.61 -0.03 -1.92
H -1.34 4.37 1.02 0.36
H -0.81 5.31 -0.42 0.27
H -2.53 5.11 -0.05 0.54
C -1.97 3.63 -2.32 -1.49
H -2.91 4.23 -2.35 0.59
H -1.21 4.24 -2.82 0.28
H -2.13 2.70 -2.87 -0.11
C 1.44 4.02 0.97 -1.54
H 1.20 3.22 1.69 0.13
H 2.43 4.43 1.23 0.52
H 0.70 4.82 1.06 0.35
C 2.83 2.61 -0.50 -1.61
H 2.76 1.73 0.16 0.06
H 3.08 2.28 -1.51 0.35
H 3.66 3.24 -0.16 0.72
C 1.56 4.56 -1.53 -1.49
H 1.10 4.27 -2.48 0.14
H 1.08 5.48 -1.19 0.37
H 2.62 4.77 -1.77 0.45
C -0.58 -3.51 2.44 -1.63
H -0.46 -3.90 3.46 0.52
H -1.20 -2.60 2.49 0.22
H -1.13 -4.26 1.86 0.28
C 1.56 -2.25 2.80 -1.62
H 2.55 -2.00 2.43 0.35
H 1.01 -1.32 2.99 0.37
H 1.68 -2.77 3.77 0.60
C 1.67 -4.48 1.73 -1.49
H 2.57 -4.31 1.13 0.25
H 1.99 -4.78 2.73 0.53
H 1.12 -5.33 1.30 0.35
C -0.04 -3.18 -2.47 -1.53
H 1.01 -3.44 -2.69 0.25
H -0.67 -3.76 -3.16 0.71
H -0.18 -2.12 -2.71 -0.15
C -1.94 -3.28 -0.86 -1.60
H -2.20 -2.25 -1.15 0.11
H -2.48 -3.97 -1.52 0.55
H -2.29 -3.44 0.17 0.26
C -0.10 -4.99 -0.78 -1.92
H 0.98 -5.19 -0.82 0.32
H -0.51 -5.35 0.17 0.35
H -0.58 -5.59 -1.57 0.53
Cu -0.03 -0.23 -0.23 0.21
N -1.57 -0.17 -1.79 0.29
C -1.85 0.11 -2.89 -0.87
C -2.05 0.34 -4.34 2.16
C -1.29 1.46 -5.09 -1.31
C -1.57 -0.99 -4.94 -1.78
C -3.57 0.59 -4.30 -1.51
H -1.46 2.46 -4.68 0.26
H -0.21 1.27 -5.07 0.19
H -1.60 1.49 -6.15 0.51
H -1.91 -1.83 -4.33 0.42
H -1.85 -1.18 -5.98 0.45
H -0.47 -0.97 -4.88 0.30
H -3.96 1.30 -5.03 0.38
H -4.09 -0.38 -4.35 0.40
H -3.84 1.03 -3.31 0.31
O 0.60 1.08 2.43 -0.60
C -0.09 0.54 1.56 0.34
```

Summary:
HOMO-LUMO gap (alpha / beta)	0.1597 / 0.1560	hartree
highest occupied orbital energy (alpha / beta)	-9.3 / -9.1	eV
ΔE to the lowest compared entry with this formula, charge and spin	0.000	eV
2S+1	2
calculated total energy	-3756.4978	Ha
charge	+1
E_LUMO (alpha / beta)	-4.9 / -4.8	eV

---

Record 3
This record from the Open Molecules 2025 dataset describes C30H51N2RbSe3SiTe as an isolated structure. The level of theory is wB97M-V/def2-TZVPD.

Structure (XYZ):
```
89
Properties=species:S:1:pos:R:3:mulliken_charge:R:1
Rb 2.67 -1.59 -1.35 1.14
C -4.29 -3.28 2.13 -1.71
C -3.07 -3.43 3.04 2.12
C -3.27 -2.54 4.28 -2.16
C -2.95 -4.88 3.52 -1.75
C -1.81 -3.06 2.26 0.09
C -1.42 -3.85 1.17 -0.33
C -0.28 -3.48 0.47 -0.94
N 0.48 -2.45 0.75 -0.02
C 0.13 -1.67 1.80 -0.71
C -1.03 -1.96 2.55 0.74
C 0.98 -0.53 2.09 -1.12
C 0.79 0.31 3.20 0.75
C 1.62 1.39 3.44 0.27
C 2.65 1.61 2.51 -0.52
C 2.78 0.73 1.45 -1.14
N 2.00 -0.30 1.23 0.15
C 1.47 2.33 4.63 2.11
C 1.23 3.75 4.12 -1.69
C 2.77 2.28 5.45 -1.69
C 0.30 1.94 5.54 -2.16
H -5.20 -3.57 2.65 0.45
H -4.19 -3.90 1.24 0.35
H -4.39 -2.24 1.81 0.38
H -4.14 -2.87 4.84 0.43
H -3.42 -1.51 3.99 0.40
H -2.40 -2.61 4.93 0.44
H -3.81 -5.16 4.13 0.47
H -2.05 -5.01 4.12 0.39
H -2.90 -5.57 2.68 0.34
H -1.98 -4.72 0.86 0.43
H 0.03 -4.08 -0.38 0.35
H -1.28 -1.32 3.37 0.29
H -0.01 0.08 3.89 0.36
H 3.34 2.44 2.61 0.47
H 3.59 0.89 0.74 0.54
H 2.05 4.09 3.49 0.33
H 1.14 4.45 4.96 0.46
H 0.32 3.79 3.53 0.38
H 3.62 2.60 4.86 0.35
H 2.96 1.26 5.79 0.38
H 2.69 2.92 6.32 0.47
H -0.63 1.97 4.99 0.42
H 0.23 2.63 6.37 0.43
H 0.45 0.94 5.94 0.41
Se 6.60 -0.18 -2.85 -0.69
Se 7.62 -2.04 -2.05 -0.27
Te 6.04 -2.62 -0.13 -0.01
Se 6.91 -4.73 0.79 -0.85
C -2.76 1.16 -3.17 -1.85
C -1.76 0.09 -2.73 2.76
C -2.11 -1.20 -3.46 -2.38
C -1.99 -0.19 -1.25 -2.43
Si 0.20 0.50 -3.02 -0.94
C 0.53 0.46 -5.01 2.38
C 0.74 -1.00 -5.43 -1.86
C -0.55 1.06 -5.91 -1.87
C 1.85 1.17 -5.34 -2.37
C 0.50 2.38 -2.38 2.73
C -0.08 2.56 -0.98 -2.25
C 2.01 2.60 -2.23 -1.95
C -0.05 3.51 -3.26 -1.82
H -3.79 0.80 -3.05 0.52
H -2.63 1.42 -4.22 0.27
H -2.67 2.06 -2.58 0.29
H -3.13 -1.51 -3.21 0.53
H -1.43 -2.00 -3.17 0.37
H -2.06 -1.08 -4.54 0.43
H -3.02 -0.55 -1.08 0.60
H -1.85 0.69 -0.64 0.21
H -1.30 -0.95 -0.89 0.41
H -0.12 -1.62 -5.18 0.30
H 1.61 -1.41 -4.93 0.32
H 0.90 -1.07 -6.51 0.50
H -1.46 0.47 -5.87 0.30
H -0.21 1.08 -6.95 0.54
H -0.78 2.08 -5.61 0.23
H 2.65 0.80 -4.70 0.44
H 1.77 2.24 -5.21 0.35
H 2.13 0.98 -6.38 0.56
H 0.22 1.74 -0.34 0.24
H -1.17 2.61 -1.00 0.29
H 0.28 3.49 -0.54 0.64
H 2.42 1.88 -1.52 0.23
H 2.21 3.60 -1.86 0.50
H 2.53 2.47 -3.17 0.35
H -1.12 3.40 -3.42 0.26
H 0.44 3.53 -4.23 0.28
H 0.12 4.48 -2.78 0.53
```

Summary:
HOMO-LUMO gap	0.1104	hartree
highest occupied orbital energy	0.1	eV
ΔE to the lowest compared entry with this formula, charge and spin	0.461	eV
calculated total energy	-9069.2025	Ha
charge	-2
E_LUMO	3.1	eV

---

Which of these has the lowest ΔE to the lowest compared entry with this formula, charge and spin? number 2